Molecular formula: C6H15BN3
Method: DFT, ωB97M-V/def2-TZVPD

XYZ file:
```
25
C6H15BN3 | the Open Molecules 2025 dataset | ωB97M-V/def2-TZVPD
B 1.05 0.41 -1.16
C -2.08 -1.20 0.07
C -2.51 0.07 0.02
C -0.24 0.01 -0.34
C 0.08 -2.38 0.08
C 2.79 0.10 0.65
C -1.26 2.22 0.20
N -0.75 -1.26 -0.26
N 2.32 0.37 -0.69
N -1.41 0.91 -0.45
H 0.84 0.74 -2.27
H -2.64 -2.07 0.34
H -3.47 0.49 0.20
H -0.25 0.21 1.75
H 0.81 -2.57 -0.70
H 0.60 -2.17 1.02
H -0.54 -3.27 0.22
H 3.34 -0.85 0.69
H 3.47 0.89 0.97
H 1.95 0.07 1.33
H -2.18 2.79 0.09
H -1.05 2.04 1.26
H -0.43 2.76 -0.24
H 3.09 0.58 -1.32
H -1.55 1.11 -1.45
```

Values from the calculation:
- Charge: +1
- Orbital gap (spin up / spin down): 0.29710 / 0.28783 Ha
- Highest occupied orbital energy (spin up / spin down): -10.5 / -13.4 eV
- LUMO energy (spin up / spin down): -2.42 / -5.55 eV
- Spin multiplicity: 3
- Relative energy (zero: lowest compared OMol25 entry of this formula, charge and spin): 0.0 kJ/mol